189
Properties=species:S:1:pos:R:3 method="wB97M-V/def2-TZVPD" max_force_ev_per_a=3.78 e_above_lowest_kcal_mol=232.56 homo_lumo_gap_ha=0.3355 mol_weight_g_mol=986.52 homo_ev=-8.812 total_energy_ev=-87637.1325
C 0.39 -16.27 11.96
C 0.91 -15.98 13.44
C 2.42 -16.31 13.84
O 2.47 -17.70 14.23
C 2.63 -18.60 13.11
N 0.76 -14.57 13.48
H -0.64 -15.97 11.74
H 0.43 -17.35 11.83
H 1.09 -15.90 11.21
H 0.17 -16.44 14.10
H 2.78 -15.71 14.67
H 3.16 -16.05 13.08
H 1.58 -18.77 12.88
H 3.19 -19.52 13.25
H 3.11 -18.16 12.23
H 1.54 -14.13 13.01
H 0.73 -14.16 14.40
C -6.56 -19.63 24.38
C -6.95 -20.98 24.94
C -5.96 -22.11 24.64
O -6.53 -23.42 24.83
C -7.20 -23.87 23.61
N -7.03 -20.72 26.41
H -6.57 -19.68 23.29
H -5.55 -19.27 24.59
H -7.24 -18.82 24.63
H -7.95 -21.30 24.66
H -5.09 -22.05 25.31
H -5.69 -22.03 23.59
H -7.78 -23.00 23.30
H -7.90 -24.70 23.76
H -6.52 -24.21 22.82
H -6.31 -20.09 26.74
H -6.79 -21.60 26.84
C 0.22 -21.24 21.66
C -0.16 -22.02 20.38
C -0.67 -21.07 19.26
O -1.91 -20.50 19.65
C -2.41 -19.40 18.89
N 0.83 -23.01 20.07
H 1.01 -20.51 21.49
H 0.55 -21.97 22.41
H -0.63 -20.65 22.02
H -1.02 -22.61 20.73
H -0.75 -21.50 18.26
H 0.04 -20.25 19.30
H -3.19 -19.02 19.55
H -2.74 -19.66 17.88
H -1.68 -18.59 18.82
H 1.52 -22.67 19.41
H 0.48 -23.85 19.64
C 11.16 -24.88 26.47
C 9.85 -24.08 26.78
C 8.52 -24.94 26.93
O 8.44 -25.93 25.88
C 8.20 -25.36 24.56
N 9.85 -23.06 27.88
H 11.46 -25.79 26.99
H 11.98 -24.16 26.45
H 11.04 -25.19 25.44
H 9.82 -23.48 25.87
H 7.70 -24.22 26.83
H 8.59 -25.47 27.88
H 8.97 -24.64 24.28
H 7.22 -24.88 24.46
H 8.23 -26.14 23.80
H 10.55 -22.42 27.54
H 10.20 -23.57 28.68
C 2.19 -20.27 29.60
C 1.01 -20.42 30.50
C -0.42 -20.37 29.81
O -1.60 -20.85 30.61
C -1.81 -22.28 30.68
N 1.22 -21.69 31.26
H 2.43 -21.15 28.99
H 3.12 -19.90 30.01
H 2.02 -19.47 28.88
H 1.00 -19.66 31.28
H -0.52 -20.79 28.81
H -0.58 -19.31 29.63
H -2.33 -22.50 31.62
H -0.88 -22.84 30.66
H -2.31 -22.77 29.84
H 2.03 -21.79 31.87
H 0.36 -21.99 31.71
C -7.37 -24.43 7.66
C -6.01 -23.94 8.26
C -5.78 -24.50 9.68
O -4.58 -23.93 10.30
C -4.56 -22.49 10.50
N -4.99 -24.23 7.25
H -7.46 -24.27 6.59
H -8.24 -24.07 8.21
H -7.57 -25.49 7.85
H -6.01 -22.86 8.41
H -5.70 -25.58 9.78
H -6.63 -24.11 10.24
H -3.75 -22.08 11.09
H -5.49 -22.07 10.90
H -4.38 -21.98 9.56
H -4.07 -24.13 7.66
H -4.96 -25.22 7.06
C -9.08 -23.88 16.87
C -9.82 -22.56 16.77
C -11.32 -22.75 16.28
O -11.53 -22.98 14.96
C -12.84 -23.37 14.73
N -9.64 -21.85 18.05
H -9.02 -24.37 15.90
H -9.66 -24.57 17.49
H -8.05 -23.76 17.22
H -9.34 -21.96 15.99
H -11.79 -21.77 16.44
H -11.88 -23.41 16.95
H -13.48 -22.50 14.82
H -13.33 -24.14 15.33
H -12.90 -23.72 13.70
H -8.64 -21.89 18.22
H -9.85 -20.89 17.86
C -0.94 -36.80 19.82
C -1.26 -36.25 18.32
C -0.69 -34.85 18.08
O -1.58 -33.94 18.87
C -1.57 -32.62 18.40
N -0.58 -37.09 17.39
H -1.09 -37.87 19.76
H -1.70 -36.37 20.48
H 0.10 -36.67 20.11
H -2.32 -36.35 18.08
H -0.97 -34.62 17.05
H 0.38 -34.71 18.17
H -2.04 -31.98 19.14
H -1.98 -32.44 17.40
H -0.52 -32.33 18.40
H -0.53 -36.74 16.44
H -1.16 -37.91 17.28
C 3.98 -14.33 22.46
C 3.54 -13.67 23.78
C 3.66 -12.11 23.78
O 5.01 -11.66 23.99
C 5.22 -10.21 23.89
N 2.28 -14.19 24.33
H 3.81 -15.39 22.27
H 5.01 -14.02 22.31
H 3.36 -14.00 21.62
H 4.23 -14.02 24.55
H 3.13 -11.70 24.64
H 3.25 -11.67 22.87
H 6.02 -9.75 24.47
H 4.34 -9.65 24.22
H 5.38 -9.95 22.84
H 2.32 -15.18 24.50
H 2.11 -13.73 25.22
C -5.12 -11.19 14.46
C -5.30 -11.06 12.97
O -6.22 -10.01 12.71
H -4.92 -10.22 14.91
H -4.48 -12.00 14.81
H -6.05 -11.55 14.89
H -5.49 -11.92 12.32
H -4.36 -10.59 12.67
H -6.08 -9.68 11.82
C 8.22 -23.88 16.31
C 7.33 -25.15 16.01
O 6.84 -25.65 17.23
H 8.40 -23.39 15.35
H 9.24 -24.02 16.67
H 7.70 -23.01 16.72
H 7.74 -25.96 15.41
H 6.40 -24.83 15.53
H 7.54 -26.06 17.74
C -0.10 -27.41 24.66
C -1.26 -26.85 25.41
O -2.10 -27.89 25.65
H -0.32 -27.88 23.70
H 0.47 -28.08 25.31
H 0.80 -26.82 24.52
H -1.80 -26.18 24.74
H -0.91 -26.43 26.35
H -2.87 -27.54 26.10
C 1.78 -28.56 12.87
C 0.77 -27.46 12.88
O -0.51 -27.79 12.43
H 1.43 -29.43 13.43
H 2.79 -28.37 13.20
H 1.81 -28.83 11.81
H 1.23 -26.74 12.20
H 0.69 -26.97 13.85
H -1.03 -26.99 12.30

=====

81
Properties=species:S:1:pos:R:3 method="wB97M-V/def2-TZVPD" max_force_ev_per_a=0.50 e_above_lowest_kcal_mol=90.50 homo_lumo_gap_ha=0.1831 total_charge=-1 mol_weight_g_mol=899.37 homo_ev=-4.142 total_energy_ev=-86015.5356
Zr 0.26 0.31 -0.75
C -3.31 6.10 0.62
C -4.14 5.59 -0.39
C -3.88 4.36 -0.96
C -2.78 3.66 -0.51
C -2.24 2.35 -0.87
N -1.11 2.08 -0.21
C -0.91 3.16 0.72
N -0.07 3.28 1.68
C 0.88 2.34 1.90
C 1.99 2.37 2.78
C 2.39 3.24 3.81
C 3.55 2.99 4.48
C 4.37 1.88 4.15
C 4.03 1.01 3.15
C 2.83 1.25 2.44
C 2.14 0.63 1.40
N 1.70 -1.64 2.61
C 0.54 -2.21 1.97
N 0.00 -1.75 0.80
C -0.80 -2.78 0.34
N -1.59 -2.83 -0.77
C -2.05 -1.80 -1.37
N -1.83 -0.45 -1.02
C -2.67 0.29 -1.78
N -2.90 1.58 -1.73
C -3.41 -0.56 -2.72
C -4.34 -0.26 -3.70
C -4.86 -1.31 -4.44
C -4.46 -2.63 -4.18
C -3.54 -2.93 -3.19
C -3.01 -1.86 -2.47
C -0.76 -3.88 1.22
C -1.38 -5.14 1.22
C -1.09 -6.01 2.24
C -0.19 -5.65 3.29
C 0.40 -4.41 3.31
C 0.10 -3.50 2.28
N 1.01 1.25 1.10
C -1.96 4.16 0.49
C -2.21 5.39 1.08
H -3.53 7.07 1.05
H -4.98 6.18 -0.72
H -4.51 3.95 -1.74
H 1.77 4.10 4.06
H 3.87 3.65 5.27
H 5.29 1.72 4.70
H 4.66 0.17 2.89
H -4.63 0.77 -3.89
H -5.57 -1.12 -5.22
H -4.89 -3.43 -4.77
H -3.23 -3.94 -2.98
H -2.06 -5.42 0.43
H -1.54 -6.99 2.26
H 0.02 -6.36 4.07
H 1.07 -4.14 4.12
H -1.56 5.77 1.86
Cl 5.09 -5.36 1.25
C 4.17 -3.91 0.98
C 3.52 -3.31 2.07
C 2.80 -2.15 1.87
C 2.88 -1.53 0.62
O 2.40 -0.30 0.41
C 3.27 -2.26 -0.50
C 2.61 -1.98 -1.77
O 1.60 -1.29 -1.90
C 3.97 -3.46 -0.31
H 3.50 -3.82 3.02
H 1.73 -1.82 3.60
H 2.98 -2.53 -2.64
H 4.31 -4.04 -1.15
O 1.34 4.69 -5.12
C 1.20 3.78 -4.35
C 2.09 3.49 -3.14
O 3.08 4.10 -2.81
C 1.47 2.31 -2.52
C 0.37 1.86 -3.24
O -0.25 0.82 -2.76
C 0.08 2.73 -4.38
O -0.81 2.68 -5.20
O 1.77 1.66 -1.44